C4H5F3O in the gas phase. Source: the Open Molecules 2025 dataset; level of theory: the ωB97M-V functional and the def2-TZVPD basis.

HOMO (hartree): -0.382
LUMO (eV): 0.65
Energy above the lowest of the compared OMol25 structures with the same formula, charge and spin (kcal per mole): 12.0
Orbital gap (eV): 11.06
Calculated total energy (eV): -14427.5231

```
! RIJCOSX wB97M-V def2-TZVPD def2/J DEFGRID3
* xyz 0 1
F -1.3778 -1.4392 -0.3243
F -2.6463 0.3767 -0.5177
F -1.8998 -0.2722 1.3513
O -0.2186 1.8915 -0.0277
C -0.2646 0.5128 -0.2568
C 0.7888 -0.2219 0.4532
C -1.5907 -0.1320 0.1136
C 1.8392 -0.8398 -0.0374
H 0.6895 2.1092 -0.4194
H 0.6165 -0.0896 1.4788
H -0.1873 0.2736 -1.4277
H 2.3454 -1.5122 0.6243
H 1.9056 -0.6569 -1.0101
*
```

The molecule's Mulliken atomic charges, reported in e, are given here: -0.2884, -0.2335, -0.2382, -0.5259, 0.0430, -0.3885, 0.6745, -0.6721, 0.3764, 0.3593, 0.2800, 0.2756, 0.3376